# 1
Below is one molecule with the formula C17H29N5O7, with properties calculated with wB97M-V/def2-TZVPD.

Calculated values
Structure (SMILES): COCCOCC(=O)NC[C@@]1(OC)CCN(C(=O)CCCn2c(O)nnc2O)C1
Spin multiplicity: 1
E_LUMO in Ha: 0.0134
Orbital gap in eV: 8.7
Charge: 0

Last column: natural (NBO) charge in e.
Cartesian coordinates (Å):
O 0.8778 0.1714 2.2903  -0.54
O -4.2230 -1.7660 -5.3118  -0.67
O -3.6812 3.9564 -3.9953  -0.56
O -2.8567 1.0648 -0.1950  -0.64
O -1.4464 1.9240 -4.5456  -0.69
O -1.9691 -3.8945 -0.6659  -0.63
O -2.7374 3.7618 -1.3508  -0.54
N -4.4483 0.5608 -5.7659  -0.37
N -3.6157 1.6702 -5.5464  -0.37
N -0.8779 -2.2505 0.4293  -0.44
N -2.5892 -0.1451 -4.7676  -0.41
N -1.5239 1.6746 1.5074  -0.62
C -1.2870 -2.8745 -0.7072  0.70
C -4.5817 3.8155 -2.8890  -0.08
C -3.8106 -0.4718 -5.3027  0.60
C -2.5438 1.2201 -4.9537  0.62
C -4.3072 4.5104 -5.1532  -0.24
C -2.1899 1.9315 0.3568  0.66
C -1.2628 -2.7668 1.7468  -0.21
C -1.6127 -1.0094 -4.1144  -0.21
C -0.8862 -2.2478 -2.0467  -0.49
C -1.5819 0.3569 2.1577  -0.26
C -0.4993 -1.8617 2.7210  -0.46
C 1.0413 0.5314 3.6617  -0.25
C -0.3167 -0.5436 1.9594  0.27
C -2.0159 3.3704 -0.1698  -0.15
C -3.8957 3.0258 -1.7789  -0.07
C -0.1436 -0.9975 0.4988  -0.23
C -1.9765 -1.3493 -2.6578  -0.41
H -4.6006 2.8967 -0.9536  0.17
H -5.1141 3.8650 -5.5105  0.19
H -0.9811 -3.8174 1.8419  0.22
H 1.0371 -0.3404 4.3186  0.17
H 0.9241 -1.1300 0.3071  0.21
H 0.4873 -2.2779 2.9356  0.22
H -0.6534 -0.4912 -4.1688  0.22
H 2.0103 1.0219 3.7500  0.20
H -0.9498 3.5203 -0.3662  0.21
H -3.5525 4.5945 -5.9351  0.19
H -0.5498 -0.2691 -0.1981  0.22
H -1.6583 2.9014 -4.5644  0.53
H -1.7481 0.4955 3.2275  0.20
H -5.4760 3.2608 -3.2027  0.18
H -4.7093 5.5037 -4.9423  0.16
H -5.0966 -1.7732 -5.7145  0.50
H -2.2857 4.0425 0.6535  0.19
H -4.8910 4.8006 -2.5300  0.17
H -3.6223 2.0447 -2.1463  0.20
H -2.0985 -0.4334 -2.0798  0.23
H 0.0441 -1.6895 -1.9576  0.21
H -1.5314 -1.9269 -4.7008  0.21
H -1.0258 -1.7424 3.6674  0.22
H -2.3465 -2.7028 1.8777  0.20
H -0.9096 2.3728 1.8918  0.40
H -2.9385 -1.8706 -2.6394  0.23
H 0.2743 1.2289 4.0083  0.16
H -0.7044 -3.0988 -2.7067  0.23
H -2.4591 -0.1593 1.7580  0.25



# 2
Below is an isolated ion of composition C5H6N3OS and charge -1, with properties calculated with wB97M-V/def2-TZVPD.

Calculated values
Structure (SMILES): CSN([O-])c1ncccn1
Spin multiplicity: 1
E_LUMO in Ha: 0.1326
Orbital gap in eV: 5.7
Charge: -1

Last column: natural (NBO) charge in e.
Cartesian coordinates (Å):
S 2.0603 -1.0069 0.0195  0.29
O 1.4137 1.5937 0.2737  -0.69
N 0.9645 0.3357 0.3254  -0.17
N -0.7182 -1.1893 0.3000  -0.52
N -1.0554 1.1631 -0.0133  -0.49
C -0.3301 0.1071 0.2774  0.45
C -2.9651 -0.3288 0.1843  -0.49
C -2.0100 -1.3931 0.3664  0.09
C 3.4233 0.0557 -0.4091  -0.77
C -2.3531 0.9427 -0.0887  0.09
H 3.9913 -0.4671 -1.1727  0.19
H 2.9867 0.9109 -0.8510  0.27
H -2.2976 -2.4527 0.4497  0.17
H 3.9392 0.2046 0.4996  0.20
H -4.0726 -0.2848 0.2237  0.20
H -2.9770 1.8092 -0.3848  0.16



# 3
Below is C22H30O2PtSi as an isolated structure, with properties calculated with wB97M-V/def2-TZVPD.

Calculated values
Spin multiplicity: 5
E_LUMO (spin up / spin down) in Ha: -0.2196 / -0.3876
Orbital gap (spin up / spin down) in eV: 7.6 / 4.0
Charge: +2

Last column: Löwdin spin population.
Cartesian coordinates (Å):
Pt 0.5035 0.4446 0.0525  1.40
Si 0.8932 2.6497 0.2164  0.21
O -1.8618 0.9664 -0.3892  0.09
O -0.9818 -0.2571 1.8084  0.12
C -2.0466 0.7080 2.0280  0.01
C 0.9645 -1.9391 -0.1290  0.21
C -0.7294 4.7504 -0.8610  0.01
C 0.3020 -1.0717 -2.1756  0.30
C 1.5896 5.8989 2.2384  0.00
C 4.7511 3.5157 -1.1388  0.08
C 0.1456 3.1613 -2.4551  0.01
C -1.3812 -1.6365 1.9651  0.01
C 1.5619 -0.4562 -1.8420  0.18
C -1.0971 5.0922 -3.2387  0.01
C 0.0280 3.6061 -1.1359  0.03
C -0.4088 3.9037 -3.5024  0.00
C 2.0179 -1.0383 -0.5806  0.19
C -0.0232 -2.0093 -1.1649  0.22
C -1.2609 5.5097 -1.9083  0.00
C 2.7573 2.7633 0.0209  0.28
C 3.5473 1.8870 0.7750  0.14
C 3.3695 3.6014 -0.9157  0.07
C -2.7494 1.0887 0.7361  0.01
C -2.5691 0.6569 -1.5843  0.01
C 4.9244 1.7941 0.5504  0.04
C 5.5330 2.6178 -0.4037  0.27
H 2.5755 6.1341 1.8292  0.00
H -1.9574 0.9784 -2.4339  0.00
H 1.0330 -2.6122 0.7215  0.01
H -1.7219 -2.0500 1.0023  0.00
H -3.0669 2.1477 0.7749  0.00
H -0.2489 -0.9298 -3.1003  0.01
H 0.9045 5.6451 1.4279  0.00
H 2.7646 4.3117 -1.4807  0.00
H 1.2023 6.7750 2.7697  0.00
H -0.4844 -2.1739 2.2976  0.00
H 0.6805 2.2334 -2.6677  0.00
H 0.4694 3.2180 1.5111  0.04
H -2.7784 0.2654 2.7198  0.00
H 6.6153 2.5707 -0.5589  0.01
H 1.6707 5.0665 2.9398  0.00
H -3.6274 0.4389 0.5906  0.00
H -0.8776 5.0508 0.1789  0.00
H -1.4815 5.7010 -4.0583  0.00
H -1.7912 6.4383 -1.6988  0.00
H 5.5233 1.0813 1.1193  0.00
H -2.7330 -0.4321 -1.6356  0.00
H -3.5405 1.1788 -1.5859  0.00
H -0.2862 3.5578 -4.5294  0.00
H 5.2159 4.1586 -1.8871  0.00
H 3.0805 1.2451 1.5246  0.01
H -1.5576 1.5939 2.4586  0.00
H 2.1680 0.1675 -2.4877  0.00
H -0.8124 -2.7551 -1.2208  0.01
H -2.1785 -1.6923 2.7212  0.00
H 3.0095 -0.9412 -0.1461  0.01



For the records above, the corresponding max |F| values read 0.0283 0.0659 0.0535 Eh/bohr.